46
Properties=species:S:1:pos:R:3 method="wB97M-V/def2-TZVPD" energy_ev=-27606.142 smiles="Cc1cccc2c1cnn2C(=O)CCC(=O)NC1CCCCC1" charge=0
O 0.12141 0.19582 -1.36984
O 2.38385 -2.76040 1.57376
N 2.33666 -1.02838 0.13305
N -1.73213 -0.93104 -0.74468
N -2.37924 -2.11566 -0.58737
C -0.43434 -0.86915 -1.19547
C -2.55551 0.12160 -0.37524
C -4.83653 0.33683 0.47588
C -6.12895 -0.27827 0.90501
C 3.41087 2.42827 -0.39029
C 1.88155 -2.19322 0.62182
C 2.34683 1.98943 0.61062
C 0.21985 -2.20798 -1.41343
C -3.77389 -0.45838 0.03227
C 3.87926 1.23399 -1.21514
C -3.56898 -1.86155 -0.13713
C 4.43974 0.14138 -0.30686
C -4.61693 1.70111 0.49175
C 3.42548 -0.29917 0.75207
C -3.40425 2.26430 0.08896
C -2.34891 1.49210 -0.35267
C 2.90229 0.91026 1.53654
C 0.68588 -2.82763 -0.08977
H 5.32679 0.52036 0.20466
H 3.89608 -1.00334 1.44738
H 0.95966 -3.87012 -0.26536
H -1.41434 1.92491 -0.66607
H -6.57336 -0.83700 0.08196
H -5.40741 2.35655 0.82746
H -0.14334 -2.84153 0.62201
H 1.06503 -2.08326 -2.09245
H -5.96274 -0.97396 1.72669
H -0.51169 -2.88165 -1.86043
H 2.01819 2.84436 1.20572
H 3.00668 3.19876 -1.04983
H 4.26140 2.85654 0.14605
H 1.83861 -0.53357 -0.59015
H 2.13111 0.57520 2.23328
H 1.47871 1.60871 0.06974
H -6.83152 0.48484 1.22904
H -3.29191 3.33740 0.12491
H 3.72629 1.32407 2.12171
H 4.73939 -0.72475 -0.90051
H -4.25445 -2.66288 0.05773
H 4.65057 1.54720 -1.92224
H 3.03828 0.84892 -1.79515

---

47
Properties=species:S:1:pos:R:3 method="wB97M-V/def2-TZVPD" energy_ev=-29654.383 smiles="CCCCN1C(=O)NC(=O)[C@]2(Cc3cc(C)ccc3N(C)C2)C1=O" charge=0
O -3.88097 1.25324 0.85262
O -0.66503 3.25398 -1.59104
O -0.11291 -1.07635 -0.11664
N -2.24504 2.23888 -0.34811
N -1.99071 0.05339 0.42194
N 1.48797 1.07415 1.65303
C -0.97405 2.34310 -0.86506
C -5.38268 -1.25631 -0.62643
C 2.48454 0.52119 0.83844
C 2.38910 0.56347 -0.55443
C -0.68221 -0.01574 -0.03086
C 4.56768 -0.48981 -0.75027
C -4.01373 -1.49675 -1.25241
C 1.18552 1.12078 -1.26352
C 0.96442 0.29888 2.75517
C -3.00297 -2.10420 -0.27994
C -2.78325 1.17993 0.36050
C -2.61417 -1.18655 0.88051
C 3.43105 0.05792 -1.32025
C 3.62894 -0.02802 1.41716
C 5.67127 -1.04677 -1.59756
C 4.64883 -0.52799 0.63721
C 0.55193 1.92357 0.99550
C -0.01922 1.30511 -0.33655
H -3.48712 -0.90579 1.46924
H 1.05335 2.85246 0.70111
H 1.72202 -0.38992 3.11508
H -3.42018 -3.01636 0.15049
H 0.68317 0.97114 3.56878
H -6.09319 -0.94738 -1.38952
H 0.08444 -0.28854 2.46648
H 5.58870 -2.13268 -1.65314
H 0.91620 0.45157 -2.08421
H 1.42354 2.09667 -1.69831
H -5.33613 -0.47285 0.12491
H 6.64312 -0.80722 -1.17076
H 3.72636 -0.04499 2.49212
H -2.09530 -2.37424 -0.82235
H -4.12164 -2.18287 -2.09568
H 3.34108 0.09103 -2.39726
H -5.75362 -2.16738 -0.16198
H 5.52527 -0.94686 1.11030
H 5.62291 -0.65060 -2.60875
H -0.26308 2.16550 1.68231
H -3.62519 -0.55516 -1.65002
H -1.89072 -1.70348 1.51569
H -2.88827 2.99885 -0.54352

---

49
Properties=species:S:1:pos:R:3 method="wB97M-V/def2-TZVPD" energy_ev=-33745.703 smiles="Cc1cc(=O)n(C)c(=O)n1CCCCCCOc1ccc([N+](=O)[O-])cc1" charge=0
O 8.53097 0.70750 1.32030
O 8.76665 -0.70561 -0.28232
O 2.76029 0.58740 -1.01825
O -2.89135 0.83918 -1.81324
O -6.12146 1.96630 1.15782
N -3.68119 -0.79956 -0.44738
N 8.10136 0.06250 0.38391
N -4.50587 1.39914 -0.34019
C -4.45004 2.75966 -0.84352
C -4.63255 -2.62998 0.90705
C 4.59058 1.24229 0.45729
C 6.18057 -0.51095 -1.01541
C 5.92385 1.09210 0.77350
C -2.69872 -1.70734 -1.01728
C -4.57646 -1.18853 0.51262
C 6.71990 0.21681 0.04443
C 4.85401 -0.35963 -1.33201
C 4.03555 0.51733 -0.60188
C -3.64650 0.50710 -0.92363
C -0.73355 -0.47492 0.01825
C 1.81168 1.37922 -0.32369
C -5.41552 1.10263 0.68090
C 0.62821 -0.63253 0.68939
C -5.41349 -0.28478 1.06652
C 1.31688 0.70620 0.95920
C -1.43049 -1.82144 -0.16505
H -4.67290 2.76849 -1.91000
H 0.62511 1.38727 1.45767
H 6.81760 -1.18255 -1.56979
H -3.45221 3.17091 -0.69217
H -1.66252 -2.24348 0.81527
H 1.27718 -1.24336 0.05855
H -3.15115 -2.68872 -1.16240
H 3.99346 1.92817 1.03593
H 4.40935 -0.90590 -2.14816
H -0.75523 -2.51267 -0.67296
H 0.49901 -1.15565 1.63989
H -6.12442 -0.57296 1.82148
H 0.98745 1.49641 -1.03029
H -5.18812 3.33938 -0.29390
H -2.43071 -1.29392 -1.99283
H 2.22075 2.37229 -0.10648
H 2.16600 0.53698 1.62483
H -1.35986 0.17941 0.62991
H -5.35976 -2.75890 1.70285
H -4.93955 -3.24349 0.06051
H 6.36518 1.64736 1.58710
H -0.61998 -0.00516 -0.95842
H -3.66801 -2.98998 1.25611

---

46
Properties=species:S:1:pos:R:3 method="wB97M-V/def2-TZVPD" energy_ev=-36392.187 smiles="COCCN(C(=S)Nc1cccc(C)c1)[C@@H](C)c1cccnc1" charge=0
S 0.54434 0.04346 2.80011
O -0.29467 2.10976 -0.49607
N -1.48208 0.24633 1.22188
N 4.49842 -0.30786 -1.80058
N 0.44778 -0.68045 0.24157
C -2.49996 -1.46970 -0.17995
C 1.48303 -2.86257 -0.14855
C -5.91558 1.07613 -0.68388
C -3.57858 -1.88180 -0.94124
C 5.01856 0.65428 -1.06007
C 2.88270 -0.72912 -0.08648
C -4.71335 0.19765 -0.51662
C 0.19227 -0.16196 -1.08809
C 4.53521 0.98552 0.19754
C 3.44972 0.28171 0.68786
C 1.67012 -1.46232 0.43591
C -3.63321 0.60896 0.24501
C -4.67456 -1.05783 -1.11631
C -2.51531 -0.20715 0.41035
C 0.08713 3.45969 -0.45064
C 3.46489 -0.98050 -1.32426
C -0.18665 -0.15457 1.32279
C 0.59706 1.30918 -1.23281
H -5.71047 2.08831 -0.34533
H 1.06816 3.57777 0.02595
H 4.99536 1.77101 0.77699
H -0.86646 -0.24995 -1.34187
H 0.56562 1.58604 -2.29898
H -6.74938 0.68163 -0.10305
H -5.51078 -1.38958 -1.71355
H 0.12922 3.89538 -1.45658
H 0.69625 -3.37986 0.39600
H -1.75280 0.90405 1.94083
H -6.22377 1.10901 -1.72713
H -3.56291 -2.86134 -1.39596
H 3.03430 0.50801 1.65957
H 1.78994 -1.55962 1.52145
H 0.77334 -0.74963 -1.79821
H 3.09812 -1.76232 -1.97602
H -3.64456 1.58050 0.71791
H -1.65942 -2.12809 -0.02477
H 1.62522 1.46067 -0.87213
H 1.20724 -2.83456 -1.19973
H -0.66718 3.97667 0.13850
H 2.40468 -3.42853 -0.04261
H 5.86026 1.17632 -1.49605

---

55
Properties=species:S:1:pos:R:3 method="wB97M-V/def2-TZVPD" energy_ev=-83294.089 charge=-2
Pt 0.06570 0.19200 1.01650
Te 0.01910 -1.43280 3.05800
S 0.94340 -2.58850 0.03900
S -2.21720 0.41630 -0.48750
S -0.94150 -1.11040 6.23420
P 2.03410 -0.71240 0.01600
N 4.63730 -0.78660 1.08070
N -0.04320 2.24760 1.42200
N -2.01630 -1.90810 -1.68130
N 4.25100 1.21710 -0.25160
N 4.51750 -0.92590 -1.36320
N -2.59210 -1.96990 0.57040
N 2.22520 5.42340 -0.81440
N -2.03610 5.33090 -1.05880
C -2.30350 -3.38650 0.66070
C -2.17730 -1.26630 -0.50230
C 3.25200 -1.10340 1.37510
C 0.07440 4.23680 -0.15050
C 0.43330 0.79670 5.25520
C -2.58970 -4.03620 -0.68670
C 4.75740 0.50780 -1.40490
C 4.84290 0.64510 0.94170
C 0.02390 3.11810 0.64370
C 2.80140 1.11130 -0.17560
C -1.09380 4.80870 -0.64010
C 5.09500 -1.43910 -0.13010
C 1.26890 4.85400 -0.49830
C -1.73570 -3.32880 -1.73070
C 0.27970 1.10180 6.62510
C -0.16680 -0.36410 4.87060
C -0.43650 0.16260 7.29490
C 3.10080 -1.25190 -1.44390
H 4.30630 0.92190 -2.31190
H 6.18460 -1.29230 -0.19130
H -0.70400 0.12380 8.33350
H -1.24020 -3.52490 0.90310
H 0.70020 1.97690 7.09830
H 2.36420 1.58310 -1.06720
H 2.47510 1.68440 0.70170
H -2.31670 -5.08970 -0.63920
H 0.97480 1.41210 4.55510
H 4.41830 1.14840 1.81430
H 2.95060 -0.52890 2.26080
H 5.84780 0.65410 -1.45230
H 3.01850 -2.34040 -1.56400
H -1.95600 -3.68980 -2.74080
H -3.65170 -3.94510 -0.93240
H 2.68320 -0.78810 -2.34940
H 3.18020 -2.16970 1.62990
H -1.56250 -1.34800 -2.39020
H -2.91170 -3.81680 1.46090
H 4.88230 -2.51100 -0.06180
H -2.50110 -1.46020 1.44910
H 5.92800 0.82950 0.91860
H -0.67850 -3.51050 -1.49020